Record 1
The following is a quantum chemistry calculation of a 2-piece molecular cluster, C12H17N overall in a non-equilibrium geometry, from OMol25.

```
30
Properties=species:S:1:pos:R:3:forces:R:3
C -0.330 -2.566 0.850 -0.7 -0.7 -0.4
H 1.122 -1.318 1.673 0.2 0.8 0.2
H 2.617 2.054 -0.344 -0.5 0.0 -1.3
H 3.702 0.726 -0.344 -1.0 0.2 1.1
N 0.980 -1.170 -2.789 0.9 2.4 2.2
C 1.007 -1.080 -0.540 -1.0 -1.8 1.4
H -1.620 -3.936 -0.104 0.2 -0.2 -0.2
H 2.413 1.161 0.850 -0.7 -0.8 4.1
H 2.243 0.741 -2.975 -0.9 -1.4 0.2
H -0.897 -2.910 1.735 1.2 0.6 0.0
H 0.201 1.977 2.566 1.0 0.5 0.2
H -0.362 3.153 1.136 0.8 -1.3 1.3
H -0.640 -3.483 -2.570 -0.2 0.5 2.2
C -1.592 1.498 1.623 -1.5 -1.0 -1.9
H -3.419 2.582 0.751 0.1 0.9 0.1
H -2.225 0.878 2.308 1.4 0.5 0.2
C 0.654 -1.602 0.752 -0.3 0.1 -0.8
C -0.409 -2.976 -1.558 1.5 1.3 -2.9
C -0.815 -3.229 -0.286 -1.2 -0.6 0.3
C -2.663 1.870 0.481 0.3 -1.7 0.3
H -0.918 3.391 2.656 -0.8 0.8 1.8
H 1.146 -1.493 -3.702 -0.2 -0.5 -1.0
C 1.724 -0.024 -2.327 0.9 0.6 1.6
H -0.940 0.855 0.971 -0.5 -0.2 1.2
C 2.618 0.985 -0.113 3.5 1.3 -3.1
H -1.988 2.138 -0.321 -0.6 0.7 -0.7
C 0.461 -1.854 -1.688 1.7 2.1 1.3
C -0.566 2.570 2.116 -1.8 -0.4 -3.5
H -3.325 0.977 0.093 1.7 1.2 1.0
C 1.824 0.085 -0.898 -3.3 -3.7 -5.0
```
Forces are in eV/Å.

## Properties
- SMILES: Cc1c[nH]c2ccccc12.CCC
- LUMO: 0.91 eV
- Molecular weight: 175.275 g/mol
- Gap between HOMO and LUMO: 8.7 eV

Record 2
The following is a quantum chemistry calculation of an isolated ion of composition C5H11BrN and charge +1, from OMol25.

```
18
Properties=species:S:1:pos:R:3:forces:R:3
H 2.071 -0.946 0.692 0.1 0.1 0.0
H -0.821 -1.668 0.900 0.0 -0.1 0.0
H 1.520 0.925 -0.416 0.0 0.1 0.1
C -1.304 0.671 -0.184 0.1 -0.1 0.1
H 1.120 -1.967 -0.372 -0.1 0.0 -0.1
N 1.070 0.100 -0.813 0.1 -0.1 0.0
H -1.789 1.640 -0.253 0.0 0.1 0.0
C -0.047 -0.954 1.179 -0.1 0.0 0.0
H 0.091 1.200 1.390 0.0 0.1 0.1
H -1.422 0.521 1.957 0.0 0.0 0.0
H 1.638 -0.149 -1.622 0.1 0.1 -0.1
C 1.111 -1.037 0.189 0.0 -0.1 0.1
C -0.284 0.533 -1.315 0.0 0.2 -0.3
Br 0.053 2.195 -2.258 0.0 -0.1 0.0
H -2.065 -0.094 -0.337 -0.1 0.0 0.0
H 0.313 -1.239 2.163 0.0 0.0 0.1
H -0.588 -0.171 -2.082 0.0 -0.1 0.1
C -0.667 0.440 1.182 0.1 0.0 -0.1
```
Forces are in eV/Å.

## Properties
- SMILES: Br[C@@H]1CCCC[NH2+]1
- LUMO: -3.48 eV
- Total charge: +1
- Molecular weight: 165.054 g/mol
- Gap between HOMO and LUMO: 11.3 eV

Record 3
The following is a quantum chemistry calculation of a 2-piece molecular cluster, C5H11O2S overall in a non-equilibrium geometry, from OMol25.

```
19
Properties=species:S:1:pos:R:3:forces:R:3
H 2.020 -0.073 0.170 0.0 -0.2 -0.1
C 2.076 -0.448 1.188 0.1 1.2 0.1
H -1.085 2.258 -3.399 0.1 0.0 0.2
H -1.387 0.072 -2.198 0.4 0.3 0.1
H 2.976 -0.040 1.660 0.2 -0.5 -0.1
S 2.001 -2.228 1.321 0.1 -0.1 0.4
O -1.491 2.550 -0.027 0.3 0.0 0.0
H -0.138 -3.184 1.944 0.5 -0.5 -0.3
H 0.056 -2.941 0.163 -0.5 0.1 0.0
C 0.229 -2.524 1.146 -0.2 -0.3 0.8
C -1.804 0.990 -1.763 -0.6 -0.8 -0.8
C -1.114 1.434 -0.451 -0.5 0.1 0.2
O -0.357 0.609 0.110 0.0 0.0 -0.2
C -1.987 2.104 -2.795 0.7 0.4 0.4
H 1.250 0.054 1.689 -0.2 -0.3 0.0
H -2.126 2.990 -2.164 -0.2 0.1 -0.4
H -2.802 0.648 -1.465 -0.1 0.2 0.2
H -2.792 2.002 -3.522 -0.3 -0.3 0.2
H -0.359 -1.640 1.367 0.2 0.6 -0.7
```
Forces are in eV/Å.

## Properties
- LUMO: 3.28 eV
- Total charge: -1
- Molecular weight: 135.208 g/mol
- Gap between HOMO and LUMO: 7.6 eV

Record 4
The following is a quantum chemistry calculation of one molecule with the formula C5H5NO, from OMol25.

```
12
Properties=species:S:1:pos:R:3:forces:R:3
C -0.403 0.395 0.609 -0.2 0.0 0.1
C 0.423 -0.642 -1.564 0.0 -0.3 -0.2
O -2.279 -0.990 0.840 0.6 0.0 0.2
C -1.072 -0.928 0.845 -0.4 0.0 0.0
H -0.462 -1.846 0.945 0.1 0.2 0.0
C 1.046 0.728 0.416 0.0 0.0 0.1
H -0.236 1.396 -1.362 0.3 0.0 0.0
N 0.686 -1.613 -2.129 -0.2 0.6 0.3
H 1.828 -0.015 0.566 -0.3 0.1 -0.1
C 0.157 0.562 -0.797 0.1 -0.1 -0.1
H 1.344 1.740 0.679 -0.1 -0.2 0.0
H -1.030 1.215 0.951 0.0 -0.1 -0.2
```
Forces are in eV/Å.

## Properties
- SMILES: N#C[C@@H]1C[C@@H]1C=O
- LUMO: 0.68 eV
- Molecular weight: 95.101 g/mol
- Gap between HOMO and LUMO: 11.0 eV

Record 5
The following is a quantum chemistry calculation of a 2-piece molecular cluster, C8H16O2 overall in a non-equilibrium geometry, from OMol25.

```
26
Properties=species:S:1:pos:R:3:forces:R:3
H 0.554 -3.397 3.503 -0.3 -0.3 -0.3
H 0.369 -3.962 1.814 -0.2 -0.1 0.3
C 0.508 2.644 -1.869 2.6 -0.5 0.2
C -0.144 -3.462 2.652 1.1 0.3 0.5
H -0.768 2.059 -3.331 -0.3 0.5 -0.3
H 0.510 -0.303 0.418 -0.7 -1.8 -0.4
C -0.957 -1.846 0.820 -0.9 0.0 0.2
C -0.035 1.629 -0.827 -0.4 1.7 -0.3
H -1.867 -1.240 0.998 0.3 -0.1 -0.2
H 0.347 1.165 1.290 0.3 0.3 -0.4
H 1.683 0.764 0.166 0.0 0.8 0.2
H 0.344 3.328 -3.935 0.0 -0.1 0.8
C -0.248 2.995 -3.065 -2.1 -0.4 -1.1
H 0.827 -1.929 -0.264 0.0 0.4 -0.2
H -0.993 2.083 -0.508 0.1 -0.4 -0.1
O 0.163 -1.066 2.793 -0.9 -1.8 -1.1
C 0.887 1.495 0.386 0.5 0.9 0.0
H -0.268 0.665 -1.319 0.2 1.3 0.1
H -1.009 -4.077 2.952 0.0 0.7 -0.4
H 1.353 2.473 0.592 -0.1 -0.4 -0.1
H -1.004 3.766 -2.839 0.1 -0.3 -0.1
H -1.275 -2.804 0.366 0.1 0.4 0.5
H -0.364 -0.845 -1.049 0.1 -0.9 0.6
O 1.652 3.066 -1.841 -0.2 -0.3 1.1
C 0.046 -1.172 -0.079 0.6 -0.4 -0.3
C -0.309 -2.027 2.176 0.2 0.7 1.0
```
Forces are in eV/Å.

## Properties
- SMILES: CCC(C)=O.CCC(C)=O
- LUMO: 0.78 eV
- Molecular weight: 144.214 g/mol
- Gap between HOMO and LUMO: 10.2 eV

Record 6
The following is a quantum chemistry calculation of an isolated ion of composition C7H13N2 and charge +1 in a non-equilibrium geometry, from OMol25.

```
22
Properties=species:S:1:pos:R:3:forces:R:3
H -2.983 1.746 0.360 0.2 -0.2 0.1
H 0.054 1.905 0.093 0.1 0.0 0.5
C 1.514 0.280 1.438 3.2 -0.6 0.0
H 1.383 -2.120 -0.288 -0.6 0.2 0.5
N -1.498 -0.416 0.324 0.9 2.3 -0.2
H 0.653 0.207 2.012 -1.8 -0.4 0.8
N 1.150 0.050 -0.022 -1.0 -0.9 1.6
C 2.321 0.090 -0.828 4.9 0.9 -1.6
H -4.498 1.083 -0.316 0.5 -0.7 -0.6
H 2.149 -0.685 1.561 -0.7 2.2 0.8
H -3.160 -1.061 -0.886 0.2 0.2 0.8
H 3.285 -0.555 -0.631 -2.4 0.6 0.9
H 2.762 1.106 -0.807 -0.5 -0.4 0.0
C -2.774 -0.271 -0.208 0.2 -0.5 -1.1
H -0.111 1.042 -1.531 0.4 -0.5 1.4
C -3.440 0.882 -0.118 -0.5 0.9 1.1
C -0.700 -1.485 0.213 1.3 -0.6 -1.5
C 0.612 -1.380 -0.048 0.1 0.6 -0.1
C 0.116 0.966 -0.425 -2.3 -0.8 -1.5
H 2.010 1.291 1.772 -0.5 -2.0 -1.5
H 2.186 -0.171 -1.857 -1.0 0.0 -0.6
H -1.031 -2.505 0.194 -0.8 -0.4 0.2
```
Forces are in eV/Å.

## Properties
- LUMO (alpha / beta): -4.58 / -5.21 eV
- Total charge: +1
- Molecular weight: 125.195 g/mol
- Gap between HOMO and LUMO (alpha / beta): 7.7 / 6.9 eV